Entry 1:
A molecular structure, C31H47ClN6OPS2SeW at a distorted geometry. Source: the OMol25 dataset; level of theory: the ωB97M-V functional and the def2-TZVPD basis.

```
91
C31H47ClN6OPS2SeW, DFT the ωB97M-V functional and the def2-TZVPD basis
W -0.1254 -0.2536 0.6626
N -1.5149 -1.4799 -0.6318
C -2.5014 -0.6181 -1.3188
C -1.7166 0.4431 -2.0873
N -0.3238 0.4521 -1.5866
H -0.9634 -1.9997 -1.3053
H -1.9815 -2.1595 -0.0415
H -3.1301 -0.1764 -0.5542
H -3.1413 -1.1984 -1.9741
H -2.1650 1.4243 -1.9532
H -1.7221 0.2187 -3.1501
H 0.1014 1.3591 -1.7024
H 0.1970 -0.1846 -2.2001
C -1.1977 -4.3997 1.1677
C -0.8440 -4.4183 -0.3153
C 0.6074 -4.1380 -0.7048
C 1.1483 -5.0412 -1.6244
C 2.4581 -4.9720 -2.0616
C 3.2706 -3.9711 -1.5710
C 2.7980 -3.0430 -0.6471
C 3.8337 -2.0605 -0.1265
C 4.9005 -2.7045 0.7736
C 1.4474 -3.1154 -0.2204
N 0.9993 -2.1358 0.7832
C 1.6030 -2.2215 1.9405
C 1.5250 -1.1730 2.8682
C 2.1467 -0.9259 4.0827
C 1.6846 0.3208 4.5116
C 0.7958 0.7873 3.5443
N 0.6993 -0.1124 2.5459
H -2.2622 -4.6090 1.3114
H -0.9729 -3.4603 1.6647
H -0.6353 -5.1735 1.6988
H -1.5103 -3.7627 -0.8861
H -1.0668 -5.4110 -0.6982
H 0.5120 -5.8435 -1.9844
H 2.8428 -5.7073 -2.7610
H 4.3107 -3.9079 -1.8841
H 3.3699 -1.2421 0.3945
H 4.3416 -1.6287 -0.9897
H 4.4662 -3.1481 1.6739
H 5.6281 -1.9535 1.0927
H 5.4388 -3.4981 0.2469
H 2.2132 -3.0937 2.1582
H 2.8397 -1.5851 4.5925
H 1.9557 0.8375 5.4209
H 0.2420 1.7133 3.5226
Cl -4.6770 3.2533 1.6397
C -3.0278 3.1653 1.1563
C -2.3259 4.2934 0.8007
C -1.0020 4.1299 0.4404
C -0.4433 2.8694 0.4426
N -1.1288 1.7611 0.7832
C -2.4107 1.9299 1.1451
H -2.7994 5.2694 0.8130
H -0.3875 4.9779 0.1634
H 0.5907 2.7338 0.1835
H -2.9562 1.0560 1.4611
Se 4.0181 2.1714 0.9024
C 2.5582 1.3228 0.5222
N 1.5653 0.7555 0.2188
C 1.7923 -3.1901 -6.2606
C 1.0100 -3.0020 -4.9603
P 0.9832 -1.3146 -4.2664
C 2.7706 -0.8864 -4.1885
C 3.0920 0.2121 -3.1693
C 0.4237 -0.3253 -5.7135
C 0.3078 1.1790 -5.4342
H 1.8375 -4.2495 -6.5227
H 2.8213 -2.8326 -6.1726
H 1.3253 -2.6698 -7.0983
H 1.4114 -3.6360 -4.1721
H -0.0313 -3.3073 -5.0872
H 3.1063 -0.5957 -5.1846
H 3.2999 -1.8060 -3.9265
H 2.6599 1.1756 -3.4612
H 4.1695 0.3620 -3.0739
H 2.7075 -0.0402 -2.1795
H -0.5411 -0.7315 -6.0298
H 1.1246 -0.4924 -6.5319
H -0.4744 1.3984 -4.7004
H 0.0588 1.7305 -6.3446
H 1.2478 1.5925 -5.0565
C -3.0203 0.3658 4.4734
O -2.3100 -0.8556 4.7577
C -1.7655 -1.6193 3.7935
S -0.8390 -2.8782 4.2281
S -2.0877 -1.0783 2.1271
H -3.2612 0.7816 5.4452
H -3.9328 0.1667 3.9158
H -2.3919 1.0584 3.9190
```

Calculated values
Largest force on an atom = 1.33 eV Å⁻¹
Multiplicity = 3
ΔE to the lowest compared entry with this formula, charge and spin = 12.35 kcal per mole
HOMO-LUMO gap (spin up / spin down) = 6.920 / 6.648 eV
⟨S²⟩ = 2.0209
E_LUMO (spin up / spin down) = -3.15 / -3.64 eV
Net charge = +1



Entry 2:
A molecular structure, C31H47ClO2P2Ti at a distorted geometry. Source: the OMol25 dataset; level of theory: the ωB97M-V functional and the def2-TZVPD basis.

```
84
C31H47ClO2P2Ti, DFT the ωB97M-V functional and the def2-TZVPD basis
Ti 2.4331 -0.2954 -0.7140
C 0.4578 -0.8522 -0.1361
C 0.8554 -1.5223 -1.3670
C 2.3510 -2.1618 0.3281
C 1.4145 -1.2201 0.9019
C 2.0043 -2.3576 -1.0628
C -0.7733 -0.0636 0.0775
H -1.2118 0.3055 -0.8558
H -0.6084 0.7936 0.7565
H -1.5384 -0.6817 0.5705
C 1.4067 -0.7451 2.3157
H 0.9788 0.2629 2.4003
H 2.4149 -0.7508 2.7514
H 0.7795 -1.3925 2.9489
C 3.4555 -2.8695 1.0458
H 3.1421 -3.1580 2.0598
H 4.3427 -2.2324 1.1616
H 3.7757 -3.7766 0.5122
C 2.5625 -3.4125 -1.9501
H 2.0514 -4.3742 -1.7756
H 3.6271 -3.5817 -1.7580
H 2.4346 -3.1789 -3.0097
C 0.1714 -1.4372 -2.6861
H -0.7419 -2.0557 -2.7158
H 0.8143 -1.7825 -3.5056
H -0.1377 -0.4135 -2.9350
C -0.7610 3.5472 -0.4881
C -1.8352 3.1122 -1.1501
C -1.8367 2.6113 -2.5627
C -0.9389 3.4459 -3.5451
C 0.3531 2.9500 -3.9677
C 1.4174 2.4125 -3.1550
C 1.0497 2.1792 -1.6694
C 0.6497 3.4995 -0.9811
H -2.8741 2.7052 -2.9134
H -0.8478 4.4718 -3.1385
H -1.5959 1.5379 -2.6337
H 0.8331 4.3669 -1.6329
H -0.8738 3.9823 0.5145
H -2.8072 3.1444 -0.6439
H 1.2745 3.6122 -0.0802
H 0.2280 1.4654 -1.6185
H 1.7420 1.4524 -3.6261
H 1.9336 1.7222 -1.1114
H -1.5442 3.5533 -4.4673
H 0.5520 2.9674 -5.0445
P 3.0645 3.3054 -3.1275
P 4.3328 -0.0800 -2.0930
C 4.4373 2.2907 -3.7023
C 5.1592 1.4911 -2.5916
H 5.1426 3.0069 -4.1557
H 4.0684 1.6462 -4.5135
H 6.1825 1.2509 -2.9283
H 5.2473 2.0927 -1.6727
C 5.6845 -1.0162 -1.3137
H 5.3243 -1.9922 -0.9616
H 6.0645 -0.4621 -0.4441
H 6.4941 -1.1689 -2.0410
C 4.0942 -0.9208 -3.7043
H 5.0144 -0.8600 -4.3054
H 3.2589 -0.4673 -4.2569
H 3.8503 -1.9753 -3.5393
C 3.5705 4.2187 -1.6624
H 2.7471 4.7716 -1.1940
H 4.3127 4.9617 -1.9934
H 4.0315 3.5634 -0.9165
C 2.8692 4.6030 -4.3796
H 2.7013 4.1431 -5.3630
H 3.7898 5.2034 -4.3975
H 2.0169 5.2481 -4.1241
Cl -6.2333 0.6938 6.1955
C -4.9810 1.2218 5.1587
C -4.8483 2.5913 4.8646
C -3.8146 3.0157 4.0317
C -2.8939 2.1040 3.4950
C -3.0419 0.7389 3.7895
C -4.0764 0.2906 4.6185
C -1.7942 2.6044 2.5737
O -2.0113 3.7720 2.1496
O -0.8275 1.8244 2.3346
H -5.5575 3.3064 5.2774
H -3.7220 4.0742 3.7940
H -2.3313 0.0294 3.3725
H -4.1980 -0.7668 4.8444
```

Calculated values
Largest force on an atom = 3.58 eV Å⁻¹
Multiplicity = 2
ΔE to the lowest compared entry with this formula, charge and spin = 43.65 kcal per mole
HOMO-LUMO gap (spin up / spin down) = 5.534 / 5.279 eV
⟨S²⟩ = 0.8679
E_LUMO (spin up / spin down) = -3.60 / -3.86 eV
Net charge = +1



Entry 3:
6 unconnected molecules or ions with the total composition C31H47FO22S5 at a distorted geometry. Source: the OMol25 dataset; level of theory: the ωB97M-V functional and the def2-TZVPD basis.

```
106
C31H47FO22S5, DFT the ωB97M-V functional and the def2-TZVPD basis
C 2.0707 2.1978 3.3788
C 2.4262 2.5710 1.9217
C 3.4343 1.6213 1.2256
C 3.1516 0.1076 1.3857
C 2.6704 -0.5635 0.0735
C 1.2159 -0.0900 -0.2088
C 0.1974 -1.1711 0.2985
C -0.6070 -0.6820 1.5393
C -1.6816 0.2886 1.0409
C -1.4309 1.6351 1.1693
C -2.3451 2.5377 0.6925
C -3.4976 2.0895 0.0880
C -4.4364 3.1671 -0.4530
C -3.9163 3.5834 -1.8494
C -2.8951 4.7140 -1.7970
F -4.9603 3.8287 -2.7391
C -3.7797 0.7505 -0.0130
C -2.8422 -0.1946 0.4760
C -3.1710 -1.6460 0.3259
O -2.3641 -2.5561 0.2207
C -4.6309 -2.0042 0.2744
C -5.5024 -1.1161 -0.1745
C -5.0499 0.2385 -0.6270
O -5.7340 0.8527 -1.4283
H 2.4066 1.2106 3.6887
H 2.5400 2.9173 4.0558
H 0.9922 2.3132 3.5363
H 2.9104 3.5532 1.9604
H 1.5558 2.7020 1.2721
H 3.3670 1.8361 0.1527
H 4.4456 1.8386 1.5682
H 4.0927 -0.3588 1.6681
H 2.4006 -0.1365 2.1424
H 2.7345 -1.6446 0.2122
H 3.2943 -0.2701 -0.7766
H 1.0645 0.0218 -1.2846
H 0.9832 0.8406 0.3063
H -0.5089 -1.3061 -0.5200
H 0.6759 -2.1360 0.4719
H 0.0530 -0.1351 2.2168
H -1.0930 -1.5095 2.0584
H -0.5337 2.0248 1.6338
H -2.1567 3.5994 0.7873
H -5.4643 2.8218 -0.5190
H -4.4073 4.0148 0.2381
H -3.3791 2.7086 -2.2378
H -1.9346 4.3346 -1.4516
H -3.2423 5.5581 -1.1963
H -2.7399 5.0900 -2.8112
H -4.8767 -3.0058 0.6104
H -6.5557 -1.3792 -0.1945
C 5.8303 1.5989 7.7249
C 4.3508 1.8682 7.5496
O 4.2417 2.4337 6.2391
S 5.3654 1.7944 5.2834
O 4.7831 0.7382 4.5402
O 6.0814 2.8496 4.6707
O 6.2736 1.1469 6.4410
H 6.3748 2.5123 7.9736
H 6.0284 0.8427 8.4801
H 3.9595 2.5561 8.2941
H 3.7721 0.9417 7.5706
C -2.5862 -5.6781 1.0188
C -1.3284 -6.2407 0.3956
O -1.0253 -7.3983 1.1859
S -2.3900 -8.0663 1.7048
O -2.7356 -9.1352 0.8416
O -2.2997 -8.2313 3.1086
O -3.3613 -6.8279 1.3838
H -2.3621 -5.1134 1.9262
H -3.1411 -5.0489 0.3302
H -0.5016 -5.5364 0.4157
H -1.5034 -6.5654 -0.6325
C 6.8679 -3.2949 0.5590
C 7.9271 -2.7051 1.4658
O 8.1873 -1.4085 0.9177
S 6.8399 -0.8191 0.2717
O 6.2208 0.0431 1.2101
O 7.1192 -0.4141 -1.0550
O 6.0100 -2.1950 0.2378
H 7.3026 -3.6730 -0.3687
H 6.3013 -4.0868 1.0421
H 8.8373 -3.2982 1.4870
H 7.5529 -2.5761 2.4842
C -3.5538 4.8775 -5.4761
C -4.0704 4.1015 -6.6673
O -3.2716 4.5568 -7.7664
S -1.7957 4.9164 -7.2442
O -0.9411 3.8139 -7.4882
O -1.4775 6.2269 -7.6760
O -2.1357 4.9497 -5.6737
H -3.9503 5.8955 -5.4626
H -3.7825 4.3882 -4.5374
H -5.1240 4.2839 -6.8599
H -3.9039 3.0286 -6.5464
C -4.0405 -2.4667 -4.1960
C -3.0507 -2.1754 -3.0892
O -1.8611 -2.8694 -3.4747
S -1.7468 -2.8841 -5.0788
O -0.8891 -1.8336 -5.4850
O -1.5531 -4.2223 -5.4979
O -3.2611 -2.4467 -5.3962
H -4.4773 -3.4620 -4.0873
H -4.8359 -1.7269 -4.2479
H -3.3964 -2.5212 -2.1213
H -2.8201 -1.1070 -3.0345
```

Calculated values
Largest force on an atom = 2.70 eV Å⁻¹
Multiplicity = 1
HOMO-LUMO gap = 8.232 eV
Structure (SMILES) = CCCCCCCCc1ccc(C[C@H](C)F)c2c1C(=O)C=CC2=O.O=S1(=O)OCCO1.O=S1(=O)OCCO1.O=S1(=O)OCCO1.O=S1(=O)OCCO1.O=S1(=O)OCCO1
E_LUMO = -1.75 eV
Net charge = 0



Entry 4:
A molecular structure, C31H47NO2P2ReS2 at a distorted geometry. Source: the OMol25 dataset; level of theory: the ωB97M-V functional and the def2-TZVPD basis.

```
86
C31H47NO2P2ReS2, DFT the ωB97M-V functional and the def2-TZVPD basis
Re -0.4981 1.1687 -2.6127
C -0.1396 0.4606 -0.6271
C 0.9803 1.2135 -1.1514
C -0.8685 2.6266 -1.0598
C -1.2957 1.3342 -0.6400
C 0.5378 2.5602 -1.3501
C -0.0153 -0.8221 0.1265
H 0.1366 -1.6858 -0.5284
H -0.9170 -1.0301 0.7170
H 0.8648 -0.7589 0.7967
C -2.6169 1.0260 -0.0032
H -2.4846 0.4888 0.9556
H -3.1837 0.3554 -0.6302
H -3.1978 1.9449 0.1377
C -1.6527 3.9034 -0.9530
H -1.0179 4.7020 -0.5504
H -2.5307 3.7902 -0.3007
H -2.0203 4.2242 -1.9176
C 1.4276 3.7457 -1.5605
H 1.2033 4.5135 -0.8141
H 1.2954 4.2187 -2.5375
H 2.4754 3.4730 -1.4558
C 2.4099 0.8143 -1.2270
H 2.8673 0.7794 -0.2311
H 2.9738 1.5387 -1.8096
H 2.5383 -0.1771 -1.6755
C -0.7359 -4.2317 -0.7312
C 0.3231 -4.7570 -0.0994
C 1.6635 -5.0374 -0.7264
C 1.6676 -5.6666 -2.1741
C 1.9660 -4.7366 -3.3234
C 1.5536 -3.4586 -3.3986
C 0.5636 -2.8730 -2.4627
C -0.6871 -3.7199 -2.1386
H 2.1722 -5.7485 -0.0387
H 0.7348 -6.2463 -2.3049
H 2.2907 -4.1338 -0.7141
H -0.7808 -4.5609 -2.8441
H -1.7263 -4.1608 -0.2541
H 0.2425 -4.9790 0.9721
H -1.5861 -3.1009 -2.2877
H 1.0654 -2.6108 -1.5321
H 1.9337 -2.7708 -4.1622
H 0.2229 -1.9119 -2.8883
H 2.4618 -6.4368 -2.2120
H 2.5810 -5.1777 -4.1262
P -0.8384 -0.0897 -4.5868
P -0.3492 2.8577 -4.1657
C -0.9199 1.0466 -6.1409
C -1.3373 2.4050 -5.6463
H -1.6646 0.6156 -6.8292
H 0.0637 1.0283 -6.6453
H -1.2114 3.2101 -6.3862
H -2.3821 2.3590 -5.2968
C -0.7701 4.6312 -4.0776
H -0.4365 5.0886 -3.1399
H -1.8591 4.7504 -4.1481
H -0.3058 5.1795 -4.9080
C 1.3917 2.7219 -4.7621
H 1.4678 3.2707 -5.7082
H 1.6951 1.6753 -4.9124
H 2.0675 3.1465 -4.0127
C -2.5423 -0.7689 -4.6026
H -2.5228 -1.6786 -3.9957
H -2.7975 -1.0165 -5.6387
H -3.2901 -0.0847 -4.1947
C -0.0236 -1.3730 -5.5787
H 0.9984 -1.0403 -5.7929
H -0.5552 -1.4852 -6.5366
H 0.0324 -2.3542 -5.0977
O -1.9681 -0.5641 4.5328
S -1.7139 -1.6854 3.6579
O -0.3838 -2.2399 3.5948
N -2.2999 -1.4380 2.1146
C -3.3049 -2.2475 1.7500
S -3.8465 -2.3309 0.1760
C -3.7716 -3.0896 2.8558
C -4.7458 -4.0824 2.8958
C -4.9450 -4.8211 4.0590
C -4.1310 -4.5972 5.1914
C -3.1068 -3.6366 5.1449
C -2.9399 -2.9217 3.9708
H -5.3312 -4.2722 1.9848
H -5.7265 -5.5830 4.1066
H -4.2889 -5.1716 6.0997
H -2.4495 -3.4430 5.9876
```

Calculated values
Largest force on an atom = 4.50 eV Å⁻¹
Multiplicity = 4
ΔE to the lowest compared entry with this formula, charge and spin = 0.00 kcal per mole
HOMO-LUMO gap (spin up / spin down) = 5.789 / 5.321 eV
⟨S²⟩ = 3.8131
E_LUMO (spin up / spin down) = -7.55 / -8.01 eV
Net charge = +2



Entry 5:
A molecular structure, C31H47NO3P2SSn at a distorted geometry. Source: the OMol25 dataset; level of theory: the ωB97M-V functional and the def2-TZVPD basis.

```
86
C31H47NO3P2SSn, DFT the ωB97M-V functional and the def2-TZVPD basis
Sn 1.0760 1.0897 -3.0761
C -0.1005 -0.3581 3.8291
C -0.8849 0.7598 3.4406
C -2.2912 -1.0447 3.6971
C -0.9700 -1.4724 3.9894
C -2.2341 0.3315 3.3557
C 1.3651 -0.3962 3.9737
H 1.7652 0.6061 4.1755
H 1.8265 -0.7759 3.0448
H 1.6553 -1.0687 4.7921
C -0.5536 -2.8281 4.3909
H -0.1418 -3.4000 3.5445
H -1.4066 -3.3883 4.7917
H 0.2228 -2.7732 5.1655
C -3.5056 -1.8806 3.7038
H -3.3815 -2.7246 4.3917
H -3.7036 -2.2684 2.6920
H -4.3750 -1.2873 4.0171
C -3.3888 1.1426 2.9212
H -4.2728 0.9324 3.5376
H -3.6576 0.9139 1.8768
H -3.1658 2.2132 2.9877
C -0.3913 2.1270 3.1623
H -0.5373 2.8012 4.0214
H -0.9274 2.5615 2.3080
H 0.6796 2.1094 2.9308
C 3.0925 1.1758 -3.5921
C 3.7383 1.4657 -2.2297
C 3.8448 2.9624 -1.8655
C 2.5247 3.6901 -1.5966
C 1.2722 3.1037 -2.2090
C 1.0341 3.1660 -3.6466
C 2.1584 3.3897 -4.6341
C 3.2254 2.2538 -4.6754
H 4.3919 3.5037 -2.6562
H 2.6378 4.7367 -1.9323
H 4.4705 3.0430 -0.9625
H 4.2254 2.6983 -4.6181
H 3.3354 0.1736 -3.9739
H 4.7773 1.0973 -2.2967
H 3.1791 1.7757 -5.6684
H 1.7175 3.4692 -5.6433
H 0.0375 3.4465 -4.0034
H 2.6761 4.3437 -4.4431
H 2.3574 3.7530 -0.5105
H 0.4172 3.1451 -1.5266
P 3.2684 0.2653 -0.7759
P -3.6960 1.0081 -1.5526
C -0.9517 0.3326 -2.3661
C -2.2258 1.0210 -2.7955
H -0.7610 0.4045 -1.2816
H -0.9069 -0.7219 -2.6880
H -2.0436 2.0951 -2.9658
H -2.5895 0.5862 -3.7445
C -4.6043 -0.4813 -2.1145
H -4.8200 -1.0756 -1.2173
H -3.9874 -1.1012 -2.7747
H -5.5324 -0.1706 -2.6066
C -4.6903 2.3426 -2.3295
H -4.6098 2.3493 -3.4236
H -4.3121 3.2937 -1.9307
H -5.7333 2.2103 -2.0140
C 4.6205 -0.9651 -0.7226
H 4.3323 -1.7339 0.0141
H 5.5533 -0.4867 -0.3984
H 4.7701 -1.4185 -1.7152
C 3.5875 1.1715 0.7758
H 3.0472 0.6223 1.5663
H 3.1744 2.1907 0.7474
H 4.6665 1.1867 1.0073
O 1.3825 -1.2873 0.8535
C 0.3394 -1.8766 0.4935
N -0.7447 -1.3041 -0.0899
S -2.0229 -2.2801 -0.3196
O -3.1520 -1.8597 0.4940
O -2.2951 -2.5470 -1.7178
C -1.2085 -3.6693 0.3949
C -1.6862 -4.9635 0.5719
C -0.8150 -5.9121 1.1368
C 0.5040 -5.5652 1.4827
C 0.9622 -4.2601 1.2898
C 0.0909 -3.3237 0.7225
H -2.7026 -5.2015 0.2618
H -1.1633 -6.9266 1.3048
H 1.1670 -6.3220 1.9025
H 1.9736 -3.9406 1.5440
```

Calculated values
Largest force on an atom = 5.81 eV Å⁻¹
Multiplicity = 1
HOMO-LUMO gap (spin up / spin down) = 3.857 / 3.824 eV
E_LUMO (spin up / spin down) = -8.88 / -8.90 eV
Net charge = +2